Formula: C29H22ClIN6OYb
Source: the Open Molecules 2025 dataset
Level of theory: ωB97M-V/def2-TZVPD

The HOMO-LUMO gap (alpha / beta) comes out at 6.91 / 6.90 eV. The calculation puts the total energy at -93568.901 eV. Its net charge is +1. For the HOMO energy (alpha / beta), the calculation gives -10.09 / -10.10 eV. The spin multiplicity is 2. As for the energy relative to the best compared isomer or geometry (same formula, charge and spin): 0.000 eV. Its expectation value of S² is 0.751.

Geometry (Å):
Yb: 0.480 0.869 0.112
C: -6.634 0.167 -0.130
C: -5.164 -0.116 -0.021
C: -4.644 -0.885 1.019
C: -3.288 -1.098 1.148
C: -2.356 -0.584 0.233
N: -0.977 -0.771 0.427
C: -0.575 -2.050 0.846
C: -1.189 -3.203 0.331
C: -0.803 -4.475 0.697
C: 0.251 -4.691 1.583
C: 0.707 -6.075 1.943
C: 0.890 -3.570 2.083
C: 0.483 -2.281 1.742
N: 1.206 -1.213 2.380
C: 1.571 -1.152 3.671
C: 2.462 -0.109 3.821
C: 2.594 0.423 2.542
N: 1.846 -0.251 1.664
C: -2.893 0.176 -0.817
C: -4.261 0.420 -0.923
N: -2.075 0.753 -1.849
C: -2.374 0.833 -3.157
C: -1.486 1.707 -3.752
C: -0.664 2.132 -2.711
N: -1.024 1.558 -1.559
H: -7.222 -0.633 0.318
H: -6.946 0.272 -1.168
H: -6.893 1.092 0.388
H: -5.314 -1.315 1.753
H: -2.917 -1.689 1.975
H: -2.005 -3.078 -0.369
H: -1.325 -5.323 0.270
H: -0.108 -6.792 1.857
H: 1.084 -6.117 2.965
H: 1.509 -6.409 1.282
H: 1.734 -3.684 2.752
H: 1.166 -1.858 4.376
H: 2.933 0.222 4.728
H: 3.163 1.275 2.203
H: -4.618 1.049 -1.729
H: -3.200 0.267 -3.553
H: -1.446 1.988 -4.788
H: 0.175 2.811 -2.723
Cl: 5.697 5.148 -2.131
C: 4.349 4.447 -1.305
C: 3.726 5.138 -0.311
C: 2.618 4.591 0.381
I: 1.741 5.706 1.878
C: 2.130 3.344 0.067
O: 1.094 2.789 0.681
C: 2.798 2.610 -0.973
N: 2.324 1.357 -1.266
C: 2.908 0.645 -2.210
C: 4.003 1.110 -2.947
C: 4.494 2.359 -2.673
C: 3.901 3.147 -1.667
H: 4.080 6.123 -0.043
H: 2.502 -0.342 -2.406
H: 4.443 0.486 -3.710
H: 5.340 2.749 -3.221

---

Formula: C30H35F17NO19S2
Source: the Open Molecules 2025 dataset
Level of theory: ωB97M-V/def2-TZVPD

The HOMO-LUMO gap comes out at 7.48 eV. The calculation puts the total energy at -139940.467 eV. Its net charge is -1. For the HOMO energy, the calculation gives -6.31 eV. The spin multiplicity is 1.

Geometry (Å):
O: -3.829 2.095 7.641
S: -3.014 2.381 6.488
O: -1.834 1.561 6.392
N: -2.754 3.971 6.495
S: -2.081 4.579 5.164
O: -1.397 5.806 5.506
O: -1.230 3.678 4.414
C: -3.414 5.127 4.052
C: -3.761 3.979 3.071
C: -3.247 4.324 1.690
F: -1.923 4.575 1.755
F: -3.819 5.490 1.297
C: -3.469 3.273 0.539
F: -4.317 3.833 -0.366
F: -2.328 3.068 -0.141
C: -4.141 1.920 0.886
F: -5.357 2.118 1.419
F: -4.378 1.322 -0.306
C: -3.304 0.979 1.831
F: -3.995 0.862 2.982
F: -2.109 1.548 2.060
C: -3.128 -0.460 1.323
F: -4.378 -0.945 1.131
F: -2.527 -0.514 0.130
C: -2.422 -1.472 2.306
F: -1.884 -2.456 1.556
F: -3.380 -2.052 3.052
C: -1.334 -0.981 3.286
F: -0.995 -2.072 4.019
F: -1.815 -0.097 4.163
C: 0.021 -0.431 2.676
F: 0.999 -1.338 2.840
F: -0.035 -0.144 1.369
F: 0.379 0.651 3.363
H: -3.736 2.075 5.370
H: -3.011 5.998 3.554
H: -4.269 5.399 4.656
H: -4.844 3.937 3.017
H: -3.321 3.089 3.499
C: -0.040 -0.991 -1.485
C: 0.376 -1.484 -2.848
C: 1.543 -0.744 -3.446
O: 1.289 -0.868 -4.858
C: -0.046 -1.018 -5.020
O: -0.608 -0.960 -6.066
O: -0.653 -1.243 -3.831
H: -0.840 -1.610 -1.086
H: 0.800 -1.022 -0.793
H: -0.422 0.030 -1.539
H: 0.568 -2.560 -2.819
H: 2.498 -1.194 -3.183
H: 1.552 0.319 -3.187
C: 7.276 -0.203 -3.161
C: 6.531 -1.220 -2.334
C: 6.941 -2.652 -2.585
O: 5.722 -3.363 -2.293
C: 4.694 -2.520 -2.511
O: 3.548 -2.842 -2.547
O: 5.133 -1.252 -2.687
H: 6.978 0.809 -2.885
H: 8.352 -0.299 -3.014
H: 7.046 -0.325 -4.220
H: 6.603 -0.970 -1.272
H: 7.735 -2.974 -1.939
H: 7.214 -2.841 -3.622
C: -2.101 6.987 -2.085
C: -3.039 8.089 -1.657
C: -2.701 9.452 -2.214
O: -3.200 10.328 -1.199
C: -3.186 9.640 -0.023
O: -3.360 10.130 1.040
O: -2.948 8.324 -0.245
H: -2.440 6.026 -1.699
H: -2.045 6.924 -3.173
H: -1.101 7.157 -1.684
H: -4.073 7.813 -1.887
H: -3.187 9.654 -3.166
H: -1.624 9.613 -2.318
C: -4.429 -4.853 4.412
C: -5.630 -5.765 4.372
C: -5.930 -6.342 3.009
O: -7.349 -6.530 3.062
C: -7.847 -5.632 3.952
O: -9.000 -5.396 4.093
O: -6.844 -5.047 4.652
H: -4.233 -4.527 5.434
H: -3.540 -5.361 4.036
H: -4.604 -3.955 3.823
H: -5.529 -6.557 5.120
H: -5.427 -7.289 2.829
H: -5.698 -5.651 2.194
C: 10.423 -7.436 -5.895
C: 9.425 -6.405 -5.430
C: 9.627 -5.026 -6.016
O: 9.111 -4.179 -4.980
C: 9.237 -4.847 -3.807
O: 9.075 -4.355 -2.738
O: 9.566 -6.140 -4.022
H: 10.179 -8.415 -5.484
H: 10.428 -7.508 -6.982
H: 11.425 -7.185 -5.547
H: 8.405 -6.759 -5.604
H: 9.079 -4.874 -6.942
H: 10.680 -4.781 -6.175

---

Formula: C2H4I3P
Source: the Open Molecules 2025 dataset
Level of theory: ωB97M-V/def2-TZVPD

The HOMO-LUMO gap comes out at 8.36 eV. The calculation puts the total energy at -35728.735 eV. For the HOMO energy, the calculation gives -8.64 eV. The spin multiplicity is 1. As for the energy relative to the best compared isomer or geometry (same formula, charge and spin): 0.127 eV. The SMILES is C=CI.IPI.

Geometry (Å):
C: -0.239 -0.796 0.777
C: 1.032 -1.091 0.593
I: 2.548 0.316 0.007
H: -0.508 0.277 0.898
H: -1.158 -1.321 0.957
H: 1.477 -2.101 0.380
I: 0.805 -2.976 -2.812
P: 0.577 -0.670 -3.397
I: -1.622 -0.106 -2.783
H: 1.390 -0.124 -2.212

---

Formula: C2H5N2O
Source: the Open Molecules 2025 dataset
Level of theory: ωB97M-V/def2-TZVPD

The HOMO-LUMO gap comes out at 10.69 eV. The calculation puts the total energy at -7173.283 eV. Its net charge is +1. For the HOMO energy, the calculation gives -14.63 eV. The spin multiplicity is 1. As for the energy relative to the best compared isomer or geometry (same formula, charge and spin): 2.749 eV. The SMILES is [NH3+][C@H]1NC1=O.

Geometry (Å):
N: 1.187 0.543 0.070
C: 0.073 -0.435 -0.330
N: -0.869 -0.688 0.684
C: -1.473 0.060 -0.202
O: -2.351 0.727 -0.585
H: 0.855 1.477 0.250
H: 1.650 0.751 -0.794
H: 1.765 0.231 0.830
H: 0.521 -1.108 -0.996
H: -1.359 -1.558 1.072

---

Formula: C2H6ClISi
Source: the Open Molecules 2025 dataset
Level of theory: ωB97M-V/def2-TZVPD

The HOMO-LUMO gap (alpha / beta) comes out at 9.29 / 3.43 eV. The calculation puts the total energy at -30670.764 eV. For the HOMO energy (alpha / beta), the calculation gives -9.70 / -6.64 eV. The spin multiplicity is 1. As for the energy relative to the best compared isomer or geometry (same formula, charge and spin): 3.957 eV.

Geometry (Å):
C: -0.067 -1.341 -0.121
C: 0.053 1.759 0.485
Si: -0.943 0.221 0.705
Cl: -2.893 0.543 0.679
I: 2.649 -2.647 -2.296
H: 0.307 -1.012 -1.132
H: 0.846 -1.532 0.396
H: -0.836 -2.200 0.064
H: 0.485 2.363 1.321
H: 0.881 1.384 -0.057
H: -0.482 2.461 -0.044

---

Formula: C2H6O2S2
Source: the Open Molecules 2025 dataset
Level of theory: ωB97M-V/def2-TZVPD

The HOMO-LUMO gap (alpha / beta) comes out at 9.02 / 4.72 eV. The calculation puts the total energy at -27926.962 eV. Its net charge is +1. For the HOMO energy (alpha / beta), the calculation gives -13.30 / -13.30 eV. The spin multiplicity is 2. As for the energy relative to the best compared isomer or geometry (same formula, charge and spin): 1.164 eV. Its expectation value of S² is 0.755.

Geometry (Å):
C: -0.881 3.068 -0.353
S: -1.881 1.526 -0.677
S: -2.726 0.964 0.989
H: 0.095 2.684 -0.121
H: -1.190 3.639 0.505
H: -0.751 3.470 -1.440
H: -1.714 0.624 1.815
O: 0.994 -2.142 0.088
C: 1.856 -2.779 -0.440
O: 2.048 -3.972 0.033
H: 2.761 -2.567 -1.019
H: 1.388 -4.516 0.618

---

Formula: C23H43HfO3
Source: the Open Molecules 2025 dataset
Level of theory: ωB97M-V/def2-TZVPD

The HOMO-LUMO gap comes out at 7.06 eV. The calculation puts the total energy at -31969.370 eV. Its net charge is +3. For the HOMO energy, the calculation gives -18.02 eV. The spin multiplicity is 1. As for the energy relative to the best compared isomer or geometry (same formula, charge and spin): 1.361 eV.

Geometry (Å):
Hf: -1.103 -0.633 0.220
C: -1.800 0.668 -2.920
O: -2.202 0.296 -1.569
C: -3.625 0.034 -1.398
C: -3.865 -1.456 -1.294
O: -2.948 -1.975 -0.289
C: -2.526 -3.346 -0.519
C: -1.393 -3.365 -1.523
O: -0.393 -2.385 -1.124
C: 0.776 -2.456 -1.995
H: -2.445 1.466 -3.281
H: -1.862 -0.190 -3.589
H: -0.780 1.037 -2.859
H: -4.195 0.447 -2.229
H: -3.944 0.547 -0.485
H: -3.678 -1.949 -2.248
H: -4.891 -1.655 -0.985
H: -3.363 -3.945 -0.876
H: -2.220 -3.746 0.448
H: -1.732 -3.124 -2.532
H: -0.937 -4.356 -1.541
H: 1.195 -3.461 -1.955
H: 1.504 -1.742 -1.633
H: 0.490 -2.222 -3.020
C: 1.872 -0.166 0.326
C: 0.841 -0.087 1.284
C: -0.002 1.125 0.852
C: 0.661 1.602 -0.343
C: 1.786 0.856 -0.650
C: 2.848 1.186 -1.674
C: 4.068 1.696 -0.878
C: 3.251 -0.053 -2.483
C: 2.368 2.285 -2.627
C: -0.915 2.098 1.644
C: -0.064 3.030 2.512
C: -1.709 2.952 0.638
C: -1.948 1.334 2.485
C: 0.866 -0.929 2.581
C: 1.181 -0.071 3.813
C: 1.971 -1.991 2.465
C: -0.459 -1.699 2.777
H: 2.699 -0.862 0.372
H: 0.390 2.514 -0.855
H: 4.490 0.914 -0.243
H: 3.801 2.546 -0.248
H: 4.843 2.019 -1.573
H: 3.566 -0.882 -1.843
H: 4.099 0.196 -3.121
H: 2.437 -0.383 -3.134
H: 2.225 3.234 -2.107
H: 1.435 2.006 -3.126
H: 3.118 2.449 -3.399
H: 0.621 3.606 1.888
H: 0.530 2.485 3.241
H: -0.704 3.735 3.047
H: -1.077 3.670 0.119
H: -2.460 3.539 1.167
H: -2.221 2.335 -0.107
H: -1.526 0.893 3.385
H: -2.460 0.534 1.883
H: -2.742 2.006 2.806
H: 2.061 0.545 3.627
H: 1.409 -0.721 4.658
H: 0.360 0.579 4.113
H: 2.959 -1.532 2.434
H: 1.846 -2.633 1.588
H: 1.953 -2.627 3.349
H: -1.308 -1.077 3.078
H: -0.331 -2.415 3.590
H: -0.689 -2.332 1.886

---

Formula: C35H73NO13S5
Source: the Open Molecules 2025 dataset
Level of theory: ωB97M-V/def2-TZVPD

The HOMO-LUMO gap comes out at 9.08 eV. The calculation puts the total energy at -119758.430 eV. For the HOMO energy, the calculation gives -8.86 eV. The spin multiplicity is 1. The SMILES is CCCONCCOCCCCCCCCCOC.O=S1(=O)CCCC1.O=S1(=O)CCCC1.O=S1(=O)CCCC1.O=S1(=O)CCCC1.O=S1(=O)CCCC1.

Geometry (Å):
C: 0.874 -3.834 -1.191
C: -0.362 -3.764 -0.268
C: -1.678 -4.350 -0.860
O: -1.612 -4.768 -2.223
N: -1.593 -3.684 -3.129
C: -2.864 -2.943 -3.152
C: -2.627 -1.525 -2.618
O: -3.787 -0.732 -2.713
C: -3.801 0.280 -1.722
C: -2.507 1.110 -1.687
C: -1.523 0.729 -0.552
C: -0.054 0.786 -1.001
C: 0.428 -0.509 -1.688
C: 1.940 -0.744 -1.511
C: 2.605 -1.618 -2.600
C: 3.598 -0.830 -3.475
C: 2.931 0.224 -4.379
O: 1.566 -0.107 -4.600
C: 0.780 0.965 -5.073
H: 1.795 -3.711 -0.607
H: 0.870 -3.018 -1.936
H: 0.903 -4.775 -1.758
H: -0.526 -2.717 0.039
H: -0.129 -4.305 0.662
H: -2.497 -3.626 -0.731
H: -1.973 -5.254 -0.304
H: -0.833 -3.071 -2.848
H: -3.614 -3.465 -2.544
H: -3.240 -2.894 -4.183
H: -2.281 -1.591 -1.567
H: -1.804 -1.064 -3.201
H: -4.680 0.900 -1.938
H: -3.957 -0.199 -0.736
H: -2.001 1.030 -2.664
H: -2.779 2.173 -1.575
H: -1.672 1.420 0.287
H: -1.752 -0.284 -0.178
H: 0.052 1.626 -1.709
H: 0.595 1.022 -0.139
H: -0.125 -1.363 -1.260
H: 0.210 -0.482 -2.768
H: 2.097 -1.216 -0.524
H: 2.454 0.235 -1.457
H: 1.848 -2.114 -3.228
H: 3.178 -2.425 -2.113
H: 4.304 -0.320 -2.805
H: 4.161 -1.535 -4.106
H: 3.003 1.227 -3.920
H: 3.454 0.273 -5.353
H: 0.420 0.768 -6.097
H: -0.097 1.084 -4.416
H: 1.346 1.908 -5.083
O: -2.546 2.428 2.302
S: -1.982 3.740 2.098
O: -0.779 3.890 1.315
C: -3.274 4.815 1.493
C: -3.914 5.362 2.764
C: -2.750 5.721 3.700
C: -1.785 4.530 3.701
H: -3.946 4.225 0.873
H: -2.797 5.596 0.901
H: -4.538 6.227 2.546
H: -4.543 4.593 3.218
H: -2.239 6.611 3.328
H: -3.097 5.936 4.709
H: -0.741 4.815 3.813
H: -2.053 3.787 4.449
O: 5.619 0.643 -1.255
S: 6.060 0.269 0.069
O: 7.435 -0.088 0.302
C: 5.538 1.542 1.214
C: 4.138 1.107 1.636
C: 4.222 -0.406 1.877
C: 4.965 -1.017 0.686
H: 5.577 2.501 0.703
H: 6.238 1.533 2.050
H: 3.808 1.643 2.525
H: 3.426 1.318 0.834
H: 4.775 -0.600 2.798
H: 3.234 -0.852 1.987
H: 5.572 -1.881 0.948
H: 4.290 -1.272 -0.129
O: -6.080 1.469 1.281
S: -5.656 1.137 2.620
O: -5.403 2.191 3.574
C: -6.819 -0.035 3.314
C: -6.266 -1.395 2.904
C: -4.751 -1.316 3.136
C: -4.261 0.005 2.533
H: -7.808 0.187 2.918
H: -6.807 0.099 4.395
H: -6.724 -2.199 3.479
H: -6.474 -1.576 1.847
H: -4.545 -1.331 4.209
H: -4.229 -2.162 2.691
H: -3.431 0.454 3.068
H: -4.002 -0.091 1.480
O: -0.571 6.194 -2.967
S: 0.726 6.246 -2.340
O: 1.009 7.255 -1.350
C: 1.125 4.625 -1.703
C: 1.820 3.928 -2.864
C: 2.775 4.963 -3.471
C: 1.988 6.270 -3.625
H: 0.206 4.143 -1.372
H: 1.794 4.766 -0.854
H: 2.347 3.034 -2.529
H: 1.081 3.622 -3.607
H: 3.621 5.118 -2.798
H: 3.176 4.634 -4.429
H: 2.596 7.160 -3.484
H: 1.465 6.326 -4.578
O: 1.378 -3.831 2.992
S: 2.568 -4.633 3.147
O: 3.847 -4.122 2.725
C: 2.659 -5.200 4.843
C: 1.885 -6.513 4.837
C: 2.323 -7.254 3.566
C: 2.273 -6.249 2.411
H: 2.238 -4.431 5.486
H: 3.713 -5.351 5.076
H: 2.087 -7.095 5.736
H: 0.813 -6.311 4.802
H: 3.343 -7.623 3.692
H: 1.686 -8.114 3.360
H: 3.038 -6.419 1.657
H: 1.292 -6.208 1.941

---

Formula: C18H42N3O7PbSi3
Source: the Open Molecules 2025 dataset
Level of theory: ωB97M-V/def2-TZVPD

The HOMO-LUMO gap comes out at 7.52 eV. The calculation puts the total energy at -67030.344 eV. Its net charge is +1. For the HOMO energy, the calculation gives -12.42 eV. The spin multiplicity is 1.

Geometry (Å):
Pb: -0.294 -0.778 0.086
O: -0.285 -1.482 2.343
C: -0.081 -2.879 2.626
C: -0.194 -3.697 1.349
N: 0.547 -3.073 0.244
C: 0.215 -3.726 -1.037
C: -1.111 -3.242 -1.632
O: -1.746 -3.945 -2.373
O: -1.430 -2.012 -1.313
C: 1.997 -2.998 0.433
C: 2.603 -1.774 -0.267
O: 3.794 -1.714 -0.446
O: 1.769 -0.812 -0.582
H: 0.556 -1.019 2.595
H: -0.837 -3.203 3.341
H: 0.898 -2.984 3.095
H: -1.241 -3.747 1.036
H: 0.137 -4.723 1.533
H: 0.185 -4.811 -0.924
H: 1.001 -3.489 -1.758
H: 2.498 -3.897 0.071
H: 2.231 -2.893 1.492
C: 0.534 2.139 2.710
O: 0.123 1.655 1.428
Si: -1.080 2.365 0.527
C: -2.577 2.532 1.631
C: -0.599 4.070 -0.061
C: -1.188 1.139 -0.941
Si: 0.113 1.455 -2.355
C: 1.763 2.058 -1.693
C: 0.363 -0.030 -3.467
C: -0.751 2.816 -3.323
Si: -2.992 0.647 -1.505
C: -3.110 -0.183 -3.172
C: -3.804 2.341 -1.697
C: -3.842 -0.362 -0.180
H: 0.907 3.162 2.633
H: 1.331 1.496 3.066
H: -0.299 2.111 3.415
H: -2.269 3.155 2.477
H: -2.934 1.590 2.043
H: -3.414 3.041 1.161
H: -0.255 4.636 0.810
H: -1.476 4.593 -0.448
H: 0.185 4.106 -0.812
H: 2.464 1.226 -1.650
H: 1.713 2.518 -0.705
H: 2.164 2.804 -2.384
H: 0.202 -0.984 -2.968
H: 1.390 -0.018 -3.834
H: -0.308 -0.001 -4.325
H: -1.098 3.658 -2.730
H: -1.591 2.417 -3.890
H: -0.029 3.202 -4.049
H: -2.709 0.433 -3.977
H: -4.177 -0.315 -3.375
H: -2.646 -1.164 -3.198
H: -3.512 2.807 -2.637
H: -3.620 3.056 -0.898
H: -4.885 2.184 -1.740
H: -3.506 -1.396 -0.237
H: -4.918 -0.362 -0.369
H: -3.690 0.015 0.830
C: 4.251 -1.842 3.902
N: 4.366 -0.782 2.920
C: 3.308 -0.231 2.302
N: 3.547 0.787 1.427
O: 2.139 -0.587 2.544
H: 4.916 -1.642 4.740
H: 4.504 -2.813 3.473
H: 3.230 -1.863 4.271
H: 5.286 -0.502 2.626
H: 4.467 0.844 1.017
H: 2.803 0.917 0.757